# 1
{"formula": "C34H38N3O2PW", "method": "ωB97M-V/def2-TZVPD", "symbols": ["H", "C", "H", "H", "H", "H", "C", "N", "H", "H", "H", "C", "C", "H", "C", "H", "C", "C", "H", "H", "C", "C", "H", "C", "C", "H", "H", "H", "O", "C", "P", "H", "H", "C", "C", "O", "H", "H", "H", "W", "C", "H", "C", "C", "H", "N", "H", "C", "H", "H", "H", "C", "C", "C", "C", "H", "H", "H", "H", "C", "C", "C", "C", "H", "H", "C", "C", "C", "C", "H", "H", "H", "C", "C", "N", "C", "C", "H", "H"], "coordinates": [[-6.64257, -0.19866, 0.49275], [-1.20088, -4.45792, 1.44536], [2.79073, 1.74423, 0.50655], [0.52832, 5.26356, 0.36222], [-1.33065, -4.08793, -4.73197], [6.01276, -0.55076, -1.29864], [-1.02767, -1.50637, -2.56585], [1.90363, -0.75385, -0.57971], [1.03617, -0.69413, 3.55045], [-3.29949, 2.52670, 1.07020], [2.13433, -4.19217, 0.99965], [-1.10444, -3.09567, -4.36596], [-3.29908, -0.50977, 0.88276], [3.58373, 2.28759, -0.98894], [-0.60329, -2.13181, -5.23404], [3.84432, -2.20320, -2.49709], [3.24142, -0.49897, -1.21040], [0.14546, -4.75719, 1.55456], [-2.37657, 2.75543, 5.72478], [4.69337, -2.13371, -0.93582], [-1.31196, -2.78979, -3.03004], [3.72934, 1.73236, -0.05625], [5.43066, 0.93739, -2.04864], [5.55712, 0.41751, -1.09578], [1.19307, 0.28444, 4.00985], [0.89889, 5.52191, -1.97979], [0.07228, -0.10693, -5.45601], [-1.82605, 2.00699, 0.26822], [2.75419, -2.78190, -0.85343], [4.21882, 0.32120, -0.35748], [-1.22167, -1.05410, -0.83108], [1.45463, 0.13286, 5.05470], [-1.98901, 3.67189, 0.84728], [-0.03502, 1.14062, 3.88388], [0.68305, -2.81482, 0.22859], [0.59271, 2.46135, -1.32970], [3.07413, 0.02050, -2.15813], [0.47023, -5.62408, 2.11297], [4.47114, 2.26957, 0.53432], [0.40206, 0.71811, -0.21319], [-1.61110, -3.34125, 0.72615], [-0.32748, 0.46509, -3.08284], [-0.31083, -0.85479, -4.77499], [-0.71830, 1.61085, 4.99293], [-2.53384, -0.45603, 1.65076], [0.14036, 1.01349, 1.48242], [-0.35655, 1.36163, 5.98215], [0.90521, 4.24564, 0.28471], [1.97245, 4.25915, 0.52051], [-0.44108, -2.37974, -6.27441], [6.26765, 0.98823, -0.49971], [3.75856, -1.92752, -1.44931], [-0.52230, -0.54439, -3.44050], [1.08387, -3.94795, 0.93252], [1.76691, -2.04274, -0.41487], [-3.66885, -1.07831, -2.45307], [-1.69198, -3.54476, -2.35201], [2.04525, 0.74642, 3.50706], [-3.22211, 3.32109, 3.48176], [-1.67853, 2.26274, 2.44524], [-3.93531, -0.85700, -1.42748], [-1.85629, 2.39428, 4.84798], [-5.60597, -0.36197, 0.23008], [-6.02855, -0.68253, -1.84759], [0.71437, 4.18037, -3.06042], [-2.95585, -0.79649, -0.44118], [-4.62556, -0.30121, 1.21525], [-0.52673, 1.47786, 2.61515], [-2.33138, 2.71370, 3.58686], [4.36325, -0.21681, 0.58636], [-4.89603, -0.09042, 2.24163], [0.40632, 3.60988, 1.01124], [-2.21494, 2.62937, 1.08831], [-5.26288, -0.63505, -1.08535], [0.79354, 4.52961, -2.11675], [-0.68310, -2.50496, 0.12223], [0.74660, 3.69803, -1.09602], [-2.66689, -3.12102, 0.63971], [-1.94018, -5.09301, 1.91440]], "atomic_forces_ev_per_a": [[0.00, 0.00, 0.00], [0.02, 0.00, 0.01], [0.04, -0.02, 0.09], [0.00, 0.00, -0.03], [0.00, 0.00, 0.00], [0.00, 0.00, 0.00], [0.09, 0.03, 0.03], [-0.13, -0.07, 0.07], [0.00, -0.01, 0.00], [-0.01, 0.01, -0.04], [0.00, -0.01, 0.00], [0.01, 0.01, 0.00], [0.01, 0.00, -0.02], [0.00, 0.00, 0.01], [-0.01, -0.03, 0.01], [-0.01, -0.01, 0.00], [0.06, 0.03, 0.01], [-0.02, 0.00, 0.00], [0.00, 0.00, 0.00], [0.00, -0.01, 0.00], [0.00, 0.02, -0.01], [-0.14, -0.02, -0.11], [0.00, 0.00, 0.00], [-0.01, 0.01, 0.02], [-0.02, 0.03, 0.01], [0.01, 0.00, 0.01], [0.00, 0.00, 0.00], [-0.08, 0.03, 0.17], [-0.01, -0.02, 0.00], [-0.03, 0.01, -0.01], [0.04, 0.04, 0.00], [-0.01, 0.00, 0.00], [-0.01, -0.01, -0.02], [0.09, -0.07, -0.05], [0.03, 0.01, 0.01], [-0.02, 0.13, 0.09], [0.00, 0.01, 0.00], [0.00, 0.00, 0.00], [-0.01, -0.01, 0.03], [0.24, -0.30, 0.08], [-0.03, 0.01, 0.00], [0.01, -0.02, -0.04], [-0.02, -0.04, 0.00], [-0.04, 0.02, 0.01], [0.00, 0.01, 0.01], [0.05, 0.06, -0.16], [0.00, 0.00, 0.00], [0.05, -0.06, -0.04], [0.01, -0.01, 0.01], [0.00, 0.00, 0.00], [0.01, 0.00, -0.01], [0.02, 0.05, -0.02], [-0.07, 0.04, 0.00], [0.00, 0.01, 0.00], [0.02, -0.04, -0.03], [-0.01, 0.00, -0.01], [0.00, -0.01, -0.01], [0.00, -0.01, 0.00], [0.00, 0.00, 0.01], [0.03, -0.07, -0.04], [0.00, 0.01, 0.01], [0.01, 0.00, 0.00], [0.00, -0.01, 0.01], [0.00, 0.00, 0.00], [0.00, 0.01, 0.00], [0.03, 0.02, 0.02], [0.01, 0.01, 0.01], [-0.13, 0.05, 0.00], [0.01, -0.01, 0.00], [0.00, -0.01, 0.00], [0.00, 0.00, 0.00], [-0.01, -0.01, 0.02], [-0.05, 0.13, -0.02], [0.00, 0.00, -0.01], [0.00, -0.05, -0.06], [0.05, 0.04, -0.02], [-0.06, 0.11, -0.01], [0.01, -0.01, 0.00], [0.00, 0.00, 0.00]], "charge": 2, "spin_multiplicity": 3, "gap_ev": [6.679, 7.429], "e_tot_ev": -55542.5137}

---

# 2
{"formula": "C4H9INO", "method": "ωB97M-V/def2-TZVPD", "symbols": ["H", "H", "N", "C", "O", "H", "H", "C", "I", "C", "H", "C", "H", "H", "H", "H"], "coordinates": [[1.91521, -0.07038, -0.05586], [-0.01444, -2.17324, 2.46361], [-3.39912, 3.62640, -3.76827], [-0.76728, 0.06988, 0.13782], [-1.50460, 0.65506, -0.52437], [2.07747, -1.43393, 0.92004], [-3.74303, 3.18824, -4.58623], [0.06922, -0.63444, 0.90869], [-1.02217, -4.12059, -0.28823], [-0.48167, -1.55079, 1.72759], [-1.50494, -1.41025, 1.83640], [1.61159, -0.47349, 0.94019], [1.93412, 0.10585, 1.81064], [-0.38280, -5.49793, 0.37284], [-2.51139, 4.00413, -3.87674], [-3.96177, 4.39991, -3.51006]], "atomic_forces_ev_per_a": [[0.13, 0.35, 1.08], [0.68, -0.23, -0.14], [-0.80, -0.80, 1.40], [-3.20, 2.77, -2.80], [2.12, -1.63, 1.80], [0.01, -0.85, 0.41], [-0.19, -0.18, -0.87], [3.70, -1.68, 1.86], [0.34, -0.77, 0.39], [-0.67, 0.98, 0.05], [-2.06, -0.76, 0.23], [-0.65, 1.00, -2.12], [-0.10, 0.06, -0.45], [-0.34, 0.78, -0.33], [1.95, 0.42, -0.65], [-0.95, 0.53, 0.13]], "charge": 1, "relative_energy_kcal_mol": 51.1, "gap_ev": 5.817, "e_tot_ev": -15922.7275}

---

# 3
{"formula": "C40H45ClN7O4Ti", "method": "ωB97M-V/def2-TZVPD", "symbols": ["H", "H", "H", "H", "C", "H", "C", "C", "H", "C", "C", "H", "N", "C", "H", "C", "H", "C", "H", "N", "H", "C", "C", "O", "N", "C", "C", "C", "C", "C", "C", "H", "H", "C", "H", "C", "C", "H", "H", "H", "C", "H", "H", "H", "H", "C", "H", "N", "O", "H", "C", "H", "N", "Cl", "O", "H", "H", "C", "H", "C", "C", "H", "C", "H", "C", "C", "H", "C", "H", "H", "C", "C", "H", "H", "H", "Ti", "H", "H", "H", "C", "H", "C", "H", "O", "C", "H", "H", "C", "H", "H", "C", "C", "C", "C", "H", "N", "N", "C"], "coordinates": [[9.32470, -0.31751, 1.52993], [3.57014, 2.79870, -2.02740], [0.86585, -4.93031, -1.35859], [0.60336, -7.75852, 2.21258], [6.92478, -1.81180, 3.51010], [2.49731, 0.11648, -1.80847], [-1.26842, -1.35549, 1.83010], [-2.34339, -0.35560, -1.39633], [8.61687, -2.63762, 0.59855], [-2.74386, 1.76292, -0.33441], [6.31228, 2.13632, -0.12141], [8.09306, 1.41719, -1.02562], [2.38370, -0.30265, 0.30231], [0.22608, -5.79845, 2.94397], [8.19401, 1.50765, 0.70655], [0.40561, -4.24241, -0.66414], [-0.09847, 3.75051, -0.94673], [1.05344, -6.80922, 2.47439], [3.17753, -1.16273, 2.10544], [4.27440, -1.34951, 0.29983], [8.36691, 0.45987, 2.80187], [6.54000, -0.86798, 1.17445], [4.26678, 2.85219, -1.19999], [4.29225, -5.08420, 2.56742], [-0.59471, 1.35601, -1.32821], [2.42031, -6.61478, 2.31603], [7.52436, 1.23139, -0.11032], [5.40035, 2.05874, -1.17063], [0.79510, -4.59484, 3.36080], [-2.53966, -3.06576, 2.95937], [2.96989, -5.39562, 2.68469], [6.30290, 0.78748, 2.20616], [4.76261, 4.58431, 1.66810], [0.62677, -2.86633, -0.81467], [6.50478, -0.92596, 3.98300], [4.04137, 3.73873, -0.16054], [-1.00046, 3.57487, -0.35903], [8.96801, -3.13550, 2.24518], [5.23971, -2.56739, 1.63489], [4.91687, -6.45183, 1.12566], [-3.17738, 0.45085, -0.69464], [-1.69765, 3.76965, 1.66566], [-2.73734, -0.93193, 3.30171], [7.68374, -2.22036, 4.18047], [-3.25801, -3.33377, 3.72315], [6.07698, 3.06691, 0.88402], [5.57739, 1.36423, -1.98225], [-2.11376, -5.42674, 2.67650], [-0.83429, -0.10785, 1.62739], [6.79375, 3.17897, 1.69106], [-1.01946, 0.10153, -1.70360], [6.51038, -0.44429, -0.95119], [-1.17048, -6.18111, 2.97894], [2.59755, 4.71906, -0.17719], [1.05343, 2.16343, 0.84969], [3.03140, -7.41572, 1.92393], [-4.17926, 0.12881, -0.44527], [2.15484, -4.40257, 3.23264], [2.61379, -3.48034, 3.56733], [7.57932, -1.48709, 2.16162], [8.17500, -2.77774, 1.58618], [5.86472, -2.61121, -0.01908], [2.94823, -0.33217, -0.93438], [6.13072, -2.55747, 3.43970], [5.15882, -6.12419, 2.14192], [4.94344, 3.86664, 0.87966], [-3.42208, 2.43750, 0.17175], [-0.99951, -3.73542, 1.21715], [8.08254, -0.83963, -0.33443], [9.38761, -0.91126, 3.18314], [-2.24885, -1.70388, 2.72209], [-0.75195, 3.85526, 1.12729], [1.24281, -2.50171, -1.62944], [6.16348, -5.70886, 2.16269], [-2.65787, -1.32915, -1.74946], [0.29742, 0.18333, 0.12590], [0.19349, -3.80486, 3.78908], [-0.43149, 4.89382, 1.22957], [5.10870, -6.97885, 2.81993], [-1.49587, 2.18407, -0.66488], [7.43376, -3.57715, 1.51674], [-0.40511, -4.67767, 0.34777], [-0.60269, -5.73171, 0.48044], [5.73898, 0.09351, 1.85039], [0.27769, 2.93469, 1.79834], [1.48827, 2.77550, 0.24595], [-0.46092, -0.37422, -2.50419], [3.24941, -0.97033, 1.04799], [-0.19273, 2.18629, 2.43051], [0.98479, 3.50682, 2.39959], [7.17756, -0.27101, -0.10733], [8.72326, -0.50194, 2.42154], [-1.87275, -4.05806, 2.29524], [-0.70622, -2.38204, 1.00439], [-1.73780, 4.29773, -0.71362], [0.09907, -1.96234, -0.01613], [4.09558, -0.95619, -0.98042], [5.50790, -1.95703, 0.77226]], "atomic_forces_ev_per_a": [[-0.03, -0.01, 0.02], [0.00, 0.01, 0.01], [-0.01, -0.02, 0.01], [0.00, 0.00, 0.01], [0.04, -0.03, 0.08], [0.03, 0.02, -0.02], [-0.16, -0.33, -0.22], [-0.22, 0.03, 0.05], [-0.01, 0.02, 0.00], [0.14, 0.12, -0.05], [0.02, 0.03, -0.09], [0.01, -0.01, 0.02], [-0.09, -0.06, -0.48], [-0.18, -0.24, 0.05], [-0.11, -0.04, 0.03], [-0.06, 0.02, 0.09], [0.00, -0.01, 0.02], [-0.01, 0.05, 0.03], [-0.02, 0.01, -0.03], [-0.09, -0.09, -0.02], [0.00, -0.01, 0.01], [-0.10, -0.13, -0.09], [-0.06, 0.04, -0.02], [-0.14, 0.03, 0.02], [0.27, -0.08, 0.54], [-0.08, -0.04, -0.01], [-0.08, -0.04, 0.01], [0.05, -0.01, 0.02], [0.05, 0.05, 0.09], [0.11, -0.05, -0.10], [0.13, 0.11, 0.02], [0.01, 0.03, -0.01], [0.02, -0.01, 0.01], [0.01, 0.07, -0.05], [0.02, 0.02, 0.01], [0.13, -0.05, 0.00], [-0.05, 0.00, -0.03], [-0.01, 0.01, 0.00], [0.00, 0.01, -0.09], [0.04, 0.03, 0.06], [0.10, -0.18, -0.12], [0.02, 0.00, 0.02], [-0.01, 0.00, -0.02], [-0.03, 0.00, -0.02], [0.00, -0.04, -0.01], [0.04, 0.00, -0.01], [-0.01, -0.01, -0.02], [0.45, 0.04, 0.37], [0.21, 0.03, -0.35], [0.00, 0.00, 0.01], [0.49, -0.07, 0.39], [-0.08, -0.02, 0.00], [-0.22, 0.23, -0.24], [0.02, 0.14, -0.04], [-0.25, -0.36, 0.19], [-0.05, 0.03, 0.03], [0.00, -0.01, -0.01], [0.02, 0.02, 0.00], [0.01, -0.02, 0.02], [0.03, -0.09, -0.06], [0.04, -0.06, 0.02], [0.14, 0.07, 0.00], [0.24, 0.01, -0.32], [0.02, -0.02, -0.04], [0.06, -0.03, -0.06], [-0.05, 0.04, 0.01], [0.00, 0.03, -0.04], [-0.10, 0.01, 0.02], [-0.03, 0.05, 0.00], [0.00, -0.01, 0.00], [0.26, 0.06, 0.22], [0.00, 0.05, 0.04], [0.02, 0.02, 0.01], [-0.02, -0.02, -0.01], [0.00, -0.02, 0.05], [-0.72, 0.51, -0.06], [-0.06, -0.03, 0.01], [0.00, 0.00, -0.03], [0.01, 0.01, 0.00], [-0.13, 0.15, -0.14], [-0.01, 0.03, 0.00], [-0.07, 0.05, -0.09], [-0.06, 0.01, -0.08], [-0.05, 0.03, 0.07], [0.06, -0.04, -0.07], [0.11, 0.19, -0.14], [-0.08, 0.01, -0.08], [0.04, 0.15, 0.26], [-0.06, 0.02, 0.00], [-0.06, 0.01, 0.05], [0.14, 0.00, 0.05], [0.04, 0.05, -0.01], [0.07, -0.27, -0.12], [-0.17, -0.01, -0.01], [-0.01, 0.00, 0.02], [0.03, -0.17, 0.24], [0.06, -0.06, 0.10], [0.03, 0.07, 0.09]], "charge": 1, "gap_ev": [6.138, 6.193], "e_tot_ev": -96464.2326}

---

# 4
{"formula": "C3H6O3", "method": "ωB97M-V/def2-TZVPD", "symbols": ["C", "C", "H", "H", "H", "C", "H", "H", "O", "O", "O", "H"], "coordinates": [[0.50875, 0.45152, 2.43447], [-1.17842, -0.24046, -1.85111], [0.75791, -0.04739, 3.35993], [-1.61428, 0.61115, -1.31367], [-1.67499, -1.20312, -1.68291], [0.83837, -0.10434, 1.27787], [0.02789, 1.41950, 2.47944], [1.30951, -1.07284, 1.15889], [-0.48306, -0.06002, -2.92682], [0.37085, -0.36818, -0.94465], [0.66136, 0.58921, 0.10335], [0.47611, 0.02498, -2.09480]], "atomic_forces_ev_per_a": [[0.08, -0.07, -0.19], [0.39, 0.06, 0.08], [-0.01, -0.01, -0.06], [0.05, -0.04, -0.06], [0.08, 0.05, -0.02], [-0.07, 0.05, 0.08], [0.02, -0.02, -0.03], [-0.03, 0.04, 0.00], [-0.13, -0.01, 0.19], [-0.07, 0.34, 0.42], [-0.23, -0.37, -0.50], [-0.07, -0.01, 0.07]], "charge": 0, "relative_energy_kcal_mol": 151.6, "gap_ev": 10.496, "e_tot_ev": -9344.7411}

---

What is the formula in the second record?
C4H9INO

---

The highest charge belongs to which entry?
C34H38N3O2PW